1.
{"formula": "C18H15FeNO", "method": "ωB97M-V with the def2-TZVPD basis set", "species": ["C", "C", "H", "H", "N", "C", "H", "H", "C", "C", "O", "C", "H", "Fe", "C", "H", "H", "H", "C", "H", "H", "C", "C", "C", "C", "H", "C", "H", "C", "C", "H", "C", "H", "C", "C", "H"], "coordinates": [[-2.568, 3.294, -4.711], [0.588, 1.087, -3.881], [1.783, 5.589, 1.363], [-2.446, 0.800, -2.392], [0.284, 0.056, 1.831], [-1.310, 5.461, -1.033], [-1.540, 7.540, -0.614], [0.412, 7.639, 0.946], [-0.298, 0.650, 0.963], [0.926, 5.552, 0.702], [-0.932, 1.230, 0.088], [0.990, 2.406, -4.343], [-0.176, 2.166, -1.159], [-0.973, 2.189, -4.344], [-0.214, 0.471, -4.928], [-1.347, 4.877, -3.620], [-2.903, 3.817, -5.593], [0.623, 3.459, -6.318], [-0.944, 6.659, -0.420], [1.146, 3.427, 0.279], [1.687, 3.072, -3.837], [0.162, 6.704, 0.439], [-2.937, 1.950, -4.304], [-1.620, 2.893, -2.578], [-1.749, 3.872, -3.686], [-0.601, -0.545, -4.918], [-0.309, 1.411, -6.033], [-3.606, 1.300, -4.847], [-0.536, 4.270, -0.775], [0.434, 2.606, -5.670], [0.933, 0.595, -2.974], [-2.330, 1.679, -3.034], [-2.151, 5.413, -1.723], [0.568, 4.350, 0.124], [-0.781, 3.028, -1.428], [-0.786, 1.222, -6.992]], "largest_force_ev_per_a": 2.36, "total_charge": -2, "spin_multiplicity": 5, "e_lumo_ha": [0.1988, 0.1927], "e_above_lowest_ev": 0.000, "homo_lumo_gap_ev": [3.839, 5.686]}



2.
{"formula": "C18H36CoNO9Si", "method": "ωB97M-V with the def2-TZVPD basis set", "species": ["H", "H", "Co", "H", "C", "Si", "C", "C", "C", "H", "O", "H", "H", "H", "H", "H", "C", "C", "O", "H", "H", "C", "H", "C", "H", "C", "H", "H", "H", "N", "H", "C", "H", "O", "H", "H", "H", "H", "C", "H", "O", "C", "H", "C", "H", "H", "H", "H", "O", "C", "O", "H", "H", "C", "H", "C", "O", "H", "C", "H", "O", "H", "O", "H", "C", "H"], "coordinates": [[-11.370, -11.098, 4.092], [-9.689, -11.888, 9.475], [-8.243, -14.759, 6.348], [-6.098, -15.983, 2.110], [-7.446, -13.717, 0.899], [-7.391, -12.587, 4.187], [-10.925, -14.931, 7.855], [-9.277, -12.553, 8.677], [-7.600, -16.699, 8.267], [-8.411, -13.285, 0.451], [-10.028, -14.869, 5.646], [-3.668, -13.693, 4.564], [-5.666, -14.462, 2.771], [-5.825, -10.672, 5.845], [-7.993, -14.174, 9.421], [-10.347, -12.192, 5.072], [-4.657, -11.798, 4.304], [-9.040, -13.975, 9.199], [-6.965, -17.431, 8.950], [-5.467, -9.841, 4.280], [-2.894, -10.860, 3.262], [-9.409, -9.635, 5.416], [-10.246, -12.259, 3.309], [-9.337, -10.493, 4.152], [-9.224, -10.061, 2.085], [-6.485, -15.173, 2.709], [-6.950, -14.363, 0.177], [-10.270, -8.886, 2.940], [-10.278, -9.005, 5.448], [-9.456, -15.011, 8.195], [-8.589, -8.734, 3.144], [-7.721, -14.486, 2.174], [-6.692, -15.528, 3.741], [-8.035, -11.985, 8.191], [-11.323, -15.897, 8.053], [-8.498, -8.961, 5.522], [-3.397, -12.407, 2.570], [-9.387, -10.268, 6.349], [-11.093, -14.517, 6.386], [-4.237, -10.066, 5.641], [-8.173, -13.482, 3.098], [-3.774, -11.503, 3.060], [-8.018, -12.248, 7.221], [-9.396, -9.527, 3.006], [-9.573, -14.166, 10.142], [-6.821, -12.834, 1.171], [-9.733, -14.999, 1.586], [-2.999, -12.287, 5.566], [-12.103, -13.977, 5.980], [-3.940, -12.787, 5.213], [-7.558, -13.136, 5.748], [-10.031, -12.658, 7.909], [-8.475, -16.323, 1.434], [-10.365, -11.592, 4.172], [-4.586, -13.038, 6.067], [-5.079, -10.530, 5.050], [-7.128, -16.208, 7.105], [-9.080, -16.236, 9.861], [-8.852, -15.479, 2.066], [-4.331, -10.934, 2.315], [-7.999, -11.079, 4.125], [-9.188, -15.814, 3.052], [-5.818, -12.480, 3.721], [-9.780, -17.046, 8.416], [-9.023, -16.275, 8.706], [-11.472, -14.120, 8.408]], "largest_force_ev_per_a": 3.52, "total_charge": -1, "spin_multiplicity": 4, "e_lumo_ha": [0.1021, 0.1021], "e_above_lowest_ev": 0.086, "homo_lumo_gap_ev": [8.683, 8.802]}



3.
{"formula": "C27H38F13N4O8", "method": "ωB97M-V with the def2-TZVPD basis set", "species": ["F", "C", "C", "H", "H", "C", "H", "H", "C", "H", "O", "H", "H", "C", "C", "C", "F", "H", "O", "H", "H", "H", "C", "C", "F", "C", "C", "F", "F", "H", "F", "H", "O", "H", "O", "C", "C", "C", "C", "H", "F", "O", "H", "N", "C", "O", "H", "C", "H", "C", "O", "C", "H", "H", "F", "H", "C", "H", "H", "H", "C", "H", "H", "H", "F", "O", "H", "H", "N", "H", "C", "H", "C", "C", "F", "N", "C", "H", "C", "H", "H", "H", "H", "N", "F", "H", "F", "C", "F", "H"], "coordinates": [[-5.031, 4.567, 4.989], [-1.092, -4.078, -4.104], [2.150, -1.983, 4.821], [-0.277, 0.539, -7.486], [-2.920, -4.012, -2.976], [3.310, 0.320, -9.369], [-1.711, -2.871, -2.417], [0.979, 1.306, -9.532], [1.534, -4.044, 2.606], [1.254, 0.475, -6.593], [-1.469, -4.860, -1.830], [-3.211, 0.676, 7.573], [-3.916, 2.513, 2.281], [-3.162, 1.094, 6.575], [1.187, 2.133, 3.307], [-3.047, 2.028, 4.109], [1.140, -5.654, 0.341], [-0.204, 2.605, 4.869], [1.030, -1.597, 4.611], [0.935, 4.181, 2.631], [-5.006, 2.136, 6.847], [4.823, 0.974, -2.602], [0.210, 1.705, 4.415], [1.673, -4.168, 4.107], [-0.313, -6.922, -0.617], [0.798, 0.386, -7.578], [3.898, 0.496, -2.923], [-1.232, -0.587, -3.088], [2.885, 0.192, 5.298], [3.442, 0.010, -2.061], [5.308, 1.380, -10.051], [0.761, 1.883, 2.338], [1.778, 0.887, -4.060], [-1.438, -3.383, -4.868], [2.667, -0.430, -10.038], [3.250, -1.086, 5.410], [-0.113, -5.703, -0.120], [-0.374, -0.009, -3.930], [0.819, 0.616, -3.192], [1.106, -3.077, 2.336], [4.416, -1.239, 4.786], [2.833, 1.271, -8.576], [-5.254, 3.520, 3.316], [-0.974, 0.951, 3.860], [-2.371, 3.916, 2.598], [2.611, -3.195, 4.625], [-6.800, 2.822, 5.852], [-0.358, -4.603, -1.162], [0.694, 1.126, 5.196], [2.964, 1.519, -3.532], [0.832, 0.842, -2.018], [-2.905, 2.479, 2.679], [2.690, 2.293, -2.816], [-0.776, -0.032, 4.049], [5.354, -0.767, -9.852], [-1.671, 4.265, 3.357], [4.846, 0.346, -9.339], [0.973, -0.633, -7.925], [2.080, -5.141, 4.372], [1.200, 2.407, -8.184], [-5.269, 3.332, 4.386], [2.113, 1.575, 3.414], [0.893, -4.820, 2.234], [-7.345, 3.673, 4.422], [-1.059, 0.920, -4.610], [0.350, -3.649, -1.297], [3.440, 2.008, -4.378], [-0.024, -3.921, -3.953], [-2.100, 0.762, 5.886], [-1.220, -5.097, -4.469], [1.399, 1.396, -8.531], [2.565, 3.815, 3.233], [-6.666, 2.900, 4.776], [-4.207, 1.919, 6.155], [-0.947, -5.556, 0.923], [-2.754, 4.726, 1.701], [1.502, 3.645, 3.389], [1.269, 4.056, 4.370], [-1.853, -3.874, -2.812], [4.136, -0.282, -3.649], [-3.422, 4.262, 1.082], [0.711, -4.069, 4.610], [2.507, -4.117, 2.122], [-2.105, 1.267, 4.655], [3.445, -1.353, 6.703], [-2.360, 1.773, 2.062], [5.310, 0.472, -8.089], [-4.173, 2.422, 4.880], [0.010, -0.940, -4.808], [-6.952, 1.974, 4.279]], "largest_force_ev_per_a": 1.29, "total_charge": 1, "e_lumo_ha": -0.1697, "homo_lumo_gap_ev": 7.881}